Record 1
53
Properties=species:S:1:pos:R:3:forces:R:3 method="wB97M-V/def2-TZVPD" e_above_lowest_kcal_mol=0.0 spin_multiplicity=4 gap_ev="6.941 / 5.720"
Re 0.203553 -0.041439 0.128322 -1.660 -0.841 5.330
P 2.161667 -0.395059 -0.843666 3.991 -0.254 -1.784
P -2.186643 0.505775 1.421982 0.915 -0.306 0.082
N -0.729606 0.113384 -1.371725 -0.456 0.619 -0.978
H 0.352024 -1.714064 0.039371 0.198 0.782 0.073
C 2.857729 -2.087725 -0.983128 -0.328 -0.058 0.066
H 3.839355 -2.015113 -1.479913 -0.387 -0.105 0.189
H 2.163903 -2.694990 -1.585563 0.319 0.092 0.226
H 2.965435 -2.533015 0.019420 -0.043 0.156 -0.428
C 3.615337 0.494975 -0.145913 -0.183 -0.001 0.223
H 4.518255 0.223148 -0.713018 -0.317 0.087 0.055
H 3.741807 0.246703 0.917500 -0.119 0.177 -0.442
H 3.425956 1.572805 -0.234820 0.136 -0.245 0.137
C 2.285448 0.165478 -2.586282 -0.058 -0.143 0.024
H 3.324230 -0.001225 -2.917034 -0.433 0.109 -0.040
H 2.036919 1.238460 -2.638940 0.051 -0.456 -0.085
H 1.581726 -0.420125 -3.199953 0.260 0.348 0.099
C -3.231884 -0.863336 1.938029 -0.353 -0.117 0.245
H -4.203319 -0.491238 2.268300 -0.114 -0.094 -0.071
H -2.734936 -1.414174 2.749135 -0.319 0.261 -0.338
H -3.364508 -1.506072 1.061109 -0.015 -0.009 0.142
C -2.225282 1.867629 2.605925 0.026 0.019 0.309
H -3.286793 2.025091 2.838364 0.238 0.124 0.078
H -1.801722 2.779067 2.154416 -0.175 -0.412 0.083
H -1.689792 1.616077 3.525150 -0.106 0.126 -0.163
C -3.231469 1.271925 0.130006 -0.556 0.233 -0.309
H -4.191277 1.505026 0.611034 0.030 -0.012 -0.164
H -3.406958 0.590671 -0.705310 0.090 0.065 0.078
H -2.797040 2.202506 -0.247082 0.044 -0.210 0.059
C -1.243753 0.233768 -2.628813 0.359 -0.060 -0.379
C -2.106819 -0.752432 -4.665257 -0.092 0.237 0.075
C -1.610335 -0.917087 -3.380941 0.072 0.577 0.454
C -1.332895 1.532184 -3.202470 -0.052 -0.684 0.087
C -1.834388 1.674110 -4.489156 -0.021 -0.279 0.223
C -2.230356 0.535552 -5.205533 -0.139 0.064 -0.412
H -2.415604 -1.637099 -5.232703 0.139 0.443 0.111
H -1.481445 -1.898833 -2.915550 -0.111 0.337 -0.217
H -0.990225 2.377349 -2.601633 -0.182 -0.203 -0.231
H -1.927569 2.681253 -4.905432 0.009 -0.450 -0.033
H -2.643362 0.655511 -6.211201 0.165 -0.052 0.349
C 1.483091 -0.285463 2.925033 0.085 0.818 1.082
O 1.545572 0.600482 1.859080 -0.302 -0.386 -2.573
C 2.147308 -1.664466 2.727690 -0.277 -0.129 0.021
H 2.167840 -2.169883 3.714395 0.153 0.173 -0.562
H 3.174190 -1.568342 2.317277 -0.556 -0.064 0.273
H 1.502777 -2.265944 2.059934 0.506 0.109 0.125
C 2.175373 0.446099 4.097072 0.290 -0.429 0.565
H 1.986950 -0.017170 5.082037 0.039 -0.005 -0.502
H 1.883445 1.493196 4.186776 -0.250 -0.099 -0.280
H 3.263512 0.435847 3.923533 -0.273 -0.045 -0.027
Se -0.860780 -0.607443 4.747401 0.117 -0.150 -0.456
C -0.024569 -0.523930 3.115023 0.228 0.079 -0.044
N -0.620078 -0.598426 1.927722 -0.585 0.265 -0.343

=====

Record 2
62
Properties=species:S:1:pos:R:3:forces:R:3 method="wB97M-V/def2-TZVPD" spin_multiplicity=5 gap_ev="6.037 / 6.019" total_charge=+1
Ni -0.299085 -0.932978 -3.195944 1.287 -2.310 0.409
Ni -1.480939 -3.193773 -1.859514 1.550 0.818 -1.148
C -0.451203 1.906978 -0.371714 -0.029 -0.322 -0.300
C -0.961014 2.494273 0.924245 0.287 1.134 -0.781
N -2.256868 1.939827 1.431902 0.116 0.213 0.278
C -3.330218 2.134519 0.417362 -0.025 -0.280 0.339
C -2.098833 0.472534 1.715930 -0.492 -0.550 0.083
C -1.017102 0.130920 2.717977 0.097 -0.318 -0.644
C -2.634774 2.649680 2.718831 -0.189 -0.286 0.190
C -3.280017 4.009292 2.603727 -0.493 0.365 -0.478
O -2.465975 4.889581 1.886616 0.490 0.076 -0.027
C -3.012854 6.188697 1.803340 -1.031 0.331 0.007
H -0.143199 0.869390 -0.290376 0.215 0.054 0.054
H 0.403003 2.493393 -0.705508 0.182 -0.101 0.246
H -1.149568 1.968503 -1.210587 -0.213 0.073 0.241
H -1.140010 3.550976 0.754004 -0.182 0.096 0.123
H -0.207012 2.470131 1.704551 -0.102 -0.390 0.163
H -4.277668 1.835805 0.861656 -0.016 0.033 0.016
H -3.120452 1.480325 -0.420332 -0.017 0.164 -0.182
H -3.348276 3.186252 0.156838 -0.027 -0.004 -0.265
H -1.961217 -0.015842 0.750896 0.178 0.049 0.004
H -3.064315 0.129898 2.095230 -0.047 0.096 -0.062
H -1.249431 0.569634 3.680878 0.380 -0.007 0.188
H -0.023948 0.370973 2.340139 0.032 0.372 0.316
H -0.961276 -0.952443 2.829369 -0.317 0.016 0.166
H -1.728235 2.689498 3.313673 0.001 0.079 0.094
H -3.364329 1.997348 3.203061 0.130 -0.006 0.130
H -3.502794 4.391133 3.607667 0.254 -0.184 0.141
H -4.262097 3.966174 2.106787 0.031 -0.255 0.061
H -2.423301 6.792999 1.124129 0.242 -0.069 0.078
H -3.104836 6.673358 2.781257 0.371 -0.086 0.027
H -4.045073 6.155624 1.413892 0.222 -0.125 -0.102
C 3.249524 -3.126764 -3.482445 -0.317 0.062 -0.723
C 4.177951 -4.040230 -2.869582 -0.545 0.364 -0.238
C 3.635425 -4.924236 -1.754196 -0.706 -0.575 -0.478
O 4.351222 -5.674294 -1.153119 0.823 -0.361 0.622
C 2.194593 -4.947898 -1.567855 -0.140 0.279 0.587
C 1.381133 -4.060865 -2.157484 -0.243 0.572 -1.108
C 1.935505 -3.049909 -3.165536 0.269 0.419 1.543
O 1.225067 -2.029440 -3.544273 -0.850 0.556 -0.771
O 0.078633 -4.091190 -2.003523 -0.761 -0.891 0.587
O 5.334977 -4.088701 -3.187886 1.094 -0.124 -0.071
H 3.612313 -2.469805 -4.263350 0.181 0.070 0.122
H 1.801681 -5.670088 -0.863895 -0.028 -0.058 -0.051
O -1.653779 -2.280659 -3.602642 -0.189 1.111 0.278
H -2.058337 -2.205464 -4.468417 -0.302 -0.581 0.167
O -0.609503 -1.484257 -1.375669 -1.179 0.641 0.305
H -0.181076 -1.126742 -0.598023 0.144 -0.245 -0.079
C 4.204276 -0.271334 -2.050836 -0.262 -0.223 -0.439
N 3.011807 0.147762 -1.278191 -0.172 -0.014 0.248
O 1.940159 0.246730 -1.861339 -0.105 0.109 -0.152
O 3.133746 0.324575 -0.087650 0.019 -0.003 0.001
H 5.081301 0.195797 -1.626823 0.052 -0.036 0.098
H 4.025342 -0.034482 -3.093703 0.051 0.234 0.030
H 4.218474 -1.360007 -1.994070 0.194 0.054 0.237
C 1.284596 -2.736042 1.145696 -0.051 0.468 0.292
N 2.216267 -2.154811 2.159871 -0.289 -0.089 0.088
O 3.389392 -2.214873 1.912615 0.316 0.015 0.016
O 1.717738 -1.653798 3.156879 0.040 -0.001 -0.141
H 1.485942 -3.796867 1.053317 0.079 -0.016 -0.095
H 1.494109 -2.207054 0.220474 0.064 -0.230 -0.151
H 0.284467 -2.527740 1.511694 -0.073 -0.183 -0.093

=====

Record 3
55
Properties=species:S:1:pos:R:3:forces:R:3 method="wB97M-V/def2-TZVPD" e_above_lowest_kcal_mol=30.9 spin_multiplicity=1 gap_ev="6.481 / 6.480" total_charge=+1
Rh -0.606316 0.016435 0.056933 0.670 1.279 0.274
C -2.060441 -0.376640 -3.133148 0.040 -0.056 0.186
C -1.391215 -1.646643 -2.540207 -0.064 0.334 -0.180
N -0.249068 -1.389220 -1.644645 -0.062 -0.736 -0.054
C 0.261766 -2.648513 -1.072849 0.047 0.007 0.082
C 1.181917 -2.380281 0.106467 0.026 0.223 -0.033
N 0.538407 -1.468671 1.089311 -0.386 -0.272 0.022
C -0.252615 -2.174652 2.127145 -0.107 0.157 0.192
C -1.212850 -1.211080 2.819345 -0.008 0.100 0.008
C -2.507569 -0.905230 2.049217 -0.161 -0.289 0.342
N -2.380049 -0.995908 0.573978 0.189 0.756 0.063
C -3.546336 -0.425135 -0.141085 -0.203 -0.242 -0.403
C -3.284883 1.004567 -0.565943 -0.090 0.337 0.442
N -1.910352 1.178927 -1.069567 0.221 -0.463 -1.010
C -1.749687 1.000228 -2.530704 0.192 -0.019 -0.010
H -3.141524 -0.528131 -3.130752 0.011 -0.060 -0.029
H -1.779553 -0.309379 -4.185035 -0.040 0.088 -0.007
H -1.069910 -2.289793 -3.365541 -0.070 -0.034 -0.007
H -2.129300 -2.226358 -1.984163 0.065 0.035 0.133
H 0.492134 -0.972421 -2.199009 0.065 0.069 0.035
H 0.780563 -3.248076 -1.826612 -0.006 -0.106 0.072
H -0.592843 -3.234086 -0.723949 -0.071 0.028 -0.107
H 2.104282 -1.905631 -0.233383 -0.031 0.064 -0.010
H 1.458313 -3.326062 0.578910 0.017 0.006 0.018
H 1.280907 -0.974861 1.564843 0.040 -0.004 0.096
H 0.439104 -2.599697 2.857764 -0.065 -0.103 0.006
H -0.801128 -3.009335 1.682346 0.108 -0.008 -0.131
H -0.689159 -0.277874 3.042255 -0.043 0.011 -0.126
H -1.505453 -1.640188 3.779055 0.035 -0.014 0.007
H -2.866688 0.089107 2.306512 0.164 0.094 -0.129
H -3.275043 -1.621349 2.365141 -0.057 0.021 -0.081
H -2.339205 -1.979978 0.336995 0.127 -0.040 -0.066
H -4.448544 -0.500064 0.470034 0.027 0.095 0.047
H -3.730412 -1.033726 -1.027453 0.075 -0.103 0.059
H -3.390269 1.672721 0.288645 0.182 -0.025 0.032
H -4.024222 1.314451 -1.310278 0.029 -0.042 -0.051
H -1.599776 2.120464 -0.814096 0.192 -0.152 0.563
H -0.714691 1.267056 -2.759673 0.021 0.007 0.085
H -2.368549 1.739655 -3.048237 -0.060 -0.079 -0.045
O -0.742641 1.761344 0.962721 -1.240 -0.743 1.269
N 5.743542 3.543558 0.147712 0.031 0.003 -0.054
C 5.057115 3.081981 1.203885 0.103 0.065 0.039
S 5.604072 3.294628 2.736927 -0.034 -0.037 0.004
C 3.776028 2.367816 0.902400 -0.198 -0.082 0.047
C 3.290632 2.161557 -0.380478 0.050 0.098 -0.106
C 2.096952 1.480143 -0.563137 -0.046 -0.015 0.005
N 1.352940 1.011537 0.437987 0.610 -0.327 -1.687
C 1.821113 1.206867 1.675640 -0.411 -0.073 0.183
C 2.996795 1.862256 1.943621 0.107 0.056 0.076
H 6.607304 4.027635 0.325918 0.010 0.011 0.013
H 5.450099 3.442520 -0.806177 -0.063 -0.015 0.024
H 3.807176 2.505079 -1.266123 -0.022 0.001 0.004
H 1.707537 1.317925 -1.560750 0.063 0.019 -0.037
H 1.198304 0.839661 2.482656 -0.040 0.156 -0.039
H 3.313289 1.990867 2.968633 0.063 0.017 -0.026

=====

Record 4
52
Properties=species:S:1:pos:R:3:forces:R:3 method="wB97M-V/def2-TZVPD" e_above_lowest_kcal_mol=0.0 spin_multiplicity=2 gap_ev="8.917 / 8.057" total_charge=+1
Ru -0.124302 -0.541536 0.270871 -0.216 0.215 -0.587
C -3.497765 -1.392765 0.934134 0.004 -0.011 0.010
O -2.146305 -1.826638 1.053025 -0.015 0.027 0.071
C -1.970314 -2.772901 2.093909 -0.003 0.017 0.025
C -0.517833 -3.194073 2.091063 0.084 -0.036 -0.012
O 0.380229 -2.084904 2.003729 -0.062 -0.124 -0.025
C 0.590692 -1.321662 3.187864 0.104 -0.002 -0.001
C -0.331340 -0.130182 3.253351 -0.069 0.005 0.160
O -0.192259 0.607861 2.034753 0.122 0.012 0.141
C -0.858461 1.877536 2.082646 -0.074 0.096 -0.045
H -4.152953 -2.236085 0.706050 0.004 -0.005 0.002
H -3.534826 -0.673675 0.121628 -0.011 0.016 -0.017
H -3.833953 -0.917155 1.860196 0.001 0.002 -0.001
H -2.598145 -3.652542 1.918010 0.000 -0.011 0.020
H -2.270444 -2.336794 3.054319 -0.004 0.002 -0.016
H -0.307721 -3.792091 1.205540 0.012 -0.003 -0.002
H -0.292214 -3.788995 2.978900 -0.002 -0.020 0.000
H 1.623903 -0.973989 3.140221 -0.010 -0.016 -0.012
H 0.478705 -1.939843 4.081939 -0.047 -0.017 -0.015
H -0.036412 0.503986 4.094122 -0.021 0.044 -0.038
H -1.380864 -0.411001 3.379216 0.023 0.003 -0.004
H -0.406289 2.491608 2.861771 0.014 -0.021 0.013
H -1.921794 1.737232 2.289459 0.005 -0.028 -0.009
H -0.730202 2.348767 1.114264 0.026 -0.028 0.005
C 3.034416 -0.807658 -0.153389 -0.020 0.090 -0.043
Si 1.817107 0.634071 -0.338281 0.048 -0.081 0.127
C 2.303839 2.008358 0.849891 0.082 -0.015 -0.117
C 1.822631 1.274171 -2.101396 -0.101 -0.039 -0.015
C 2.926004 1.768852 -2.796223 0.019 0.028 -0.022
C 2.784556 2.225591 -4.098097 0.001 -0.018 0.018
C 1.542024 2.192067 -4.721905 -0.023 -0.006 0.001
C 0.436650 1.700942 -4.044474 0.017 0.056 -0.023
C 0.569228 1.239015 -2.734910 -0.011 -0.082 0.048
Si -0.757364 0.482097 -1.665551 0.086 0.285 0.197
C -0.895476 -1.416138 -1.954986 0.000 -0.166 0.348
C -2.377313 1.413294 -1.829710 0.026 -0.122 -0.123
H 4.010216 -0.482564 -0.528498 0.000 -0.012 0.019
H 2.750838 -1.686022 -0.737357 -0.019 0.018 -0.008
H 3.163341 -1.116135 0.885858 -0.008 0.013 -0.002
H 3.259223 2.435698 0.532101 0.013 -0.044 0.013
H 2.423527 1.648404 1.873125 -0.018 0.000 0.001
H 1.585493 2.829008 0.846167 -0.028 -0.005 0.004
H 3.903951 1.801894 -2.327666 -0.007 0.011 0.005
H 3.643019 2.609743 -4.633742 0.004 -0.001 0.004
H 1.441042 2.549146 -5.738594 -0.004 -0.001 0.002
H -0.525393 1.680228 -4.544923 -0.002 0.003 0.002
H -0.930602 -1.559173 -3.037127 0.181 0.097 -0.008
H -1.771652 -1.894594 -1.518349 -0.042 -0.006 -0.148
H 0.001204 -1.993179 -1.654694 -0.074 -0.050 0.023
H -2.560186 1.653003 -2.880523 -0.028 -0.026 0.009
H -2.328149 2.366923 -1.298490 0.062 -0.033 0.016
H -3.241306 0.862799 -1.459239 -0.020 -0.009 0.008

=====

Number 1: DFT total energy -108156.805 eV. Number 2: DFT total energy -126142.379 eV. Number 3: DFT total energy -41902.548 eV. Number 4: DFT total energy -41551.665 eV.